P:
Formula: C3H4ClNS
Source: OMol25
Level of theory: ωB97M-V/def2-TZVPD

As for the HOMO energy: -8.6 eV. The value obtained for the LUMO energy is -0.65 eV. The molecular weight comes out at 121.59 g/mol. The structure (SMILES) is [S-][N+]#CCl.C=C. As for the gap between HOMO and LUMO: 7.97 eV.

The geometry in ORCA input format:
```
! wB97M-V def2-TZVPD RIJCOSX def2/J DEFGRID3
* xyz 0 1
S -3.2025 -2.0516 -0.2112
N -3.5140 -0.5667 0.0535
C -4.0528 0.4929 0.1736
Cl -4.0341 2.1874 0.2195
C -0.1071 0.2263 0.0001
C 0.0901 -1.0559 -0.2434
H -0.4262 1.0221 -0.7565
H 0.0596 0.4361 1.0653
H 0.1286 -1.5236 -1.1468
H 0.1823 -1.8055 0.5865
*
```

=====

Q:
Formula: C3H4ClNS
Source: OMol25
Level of theory: ωB97M-V/def2-TZVPD

As for the HOMO energy: -8.7 eV. The value obtained for the LUMO energy is 0.11 eV. The molecular weight comes out at 121.59 g/mol. The structure (SMILES) is C=C(Cl)C(N)=S. As for the gap between HOMO and LUMO: 8.84 eV.

The geometry in ORCA input format:
```
! wB97M-V def2-TZVPD RIJCOSX def2/J DEFGRID3
* xyz 0 1
C -0.5614 -1.2089 0.9915
C -0.7405 0.0216 0.4905
Cl -1.8934 1.1106 1.1910
C -0.0313 0.6655 -0.7440
N 1.3256 0.6304 -0.6686
S -0.6794 1.2231 -2.1276
H 0.0952 -1.9243 0.5003
H -1.1728 -1.5433 1.7928
H 1.8427 0.1580 0.0786
H 1.8154 0.8675 -1.5046
*
```

=====

R:
Formula: C3H4ClNS
Source: OMol25
Level of theory: ωB97M-V/def2-TZVPD

As for the HOMO energy: -9.2 eV. The value obtained for the LUMO energy is -0.71 eV. The molecular weight comes out at 121.59 g/mol. The structure (SMILES) is C/C=N/C(=S)Cl. As for the gap between HOMO and LUMO: 8.44 eV.

The geometry in ORCA input format:
```
! wB97M-V def2-TZVPD RIJCOSX def2/J DEFGRID3
* xyz 0 1
C -0.0413 -0.5023 0.1177
C -0.6543 0.8055 -0.4182
N -1.8022 0.7933 -0.9760
C -2.4148 2.0881 -1.6690
S -2.0412 3.5959 -1.3108
Cl -3.6199 1.4898 -2.6197
H 0.6874 -1.1731 -0.3406
H -0.8917 -0.9740 0.4018
H 0.4667 -0.1914 0.9638
H -0.1338 1.7159 -0.2493
*
```

=====

Most stable to least stable, the ends of the list are Q and P.

=====

P:
Formula: C4H5N
Source: OMol25
Level of theory: ωB97M-V/def2-TZVPD

As for the HOMO energy (spin up / spin down): -7.5 / -7.4 eV. The value obtained for the LUMO energy (spin up / spin down) is 0.31 / 0.34 eV. The molecular weight comes out at 67.09 g/mol. As for the gap between HOMO and LUMO (spin up / spin down): 7.83 / 7.71 eV.

The geometry in ORCA input format:
```
! wB97M-V def2-TZVPD RIJCOSX def2/J DEFGRID3
* xyz 0 1
C -1.4835 0.6438 -0.7305
C -0.6592 0.1943 0.1256
C 0.2701 -0.5531 0.7051
C 1.5182 -0.4561 -0.1830
N 1.5583 0.0710 1.0619
H -2.2757 1.3370 -0.5547
H 0.0193 -1.4509 1.2376
H 1.6394 0.2656 -0.9911
H -1.2599 0.1904 -1.7784
H 1.5589 1.0932 1.0350
*
```

=====

Q:
Formula: C4H5N
Source: OMol25
Level of theory: ωB97M-V/def2-TZVPD

As for the HOMO energy: -10.1 eV. The value obtained for the LUMO energy is 0.75 eV. The molecular weight comes out at 67.09 g/mol. The structure (SMILES) is C=CCC#N. As for the gap between HOMO and LUMO: 10.89 eV.

The geometry in ORCA input format:
```
! wB97M-V def2-TZVPD RIJCOSX def2/J DEFGRID3
* xyz 0 1
C -1.5364 -0.3172 0.9626
C -0.5574 -0.2534 -0.0130
C 0.8609 -0.0029 -0.1856
C 1.5232 0.7241 -1.2323
N 2.0332 1.5094 -1.8524
H -1.3239 0.4152 1.8350
H -2.4644 -0.7085 0.6998
H -1.1135 -0.7189 -0.8467
H 1.2909 -0.8579 -0.1516
H 1.2874 0.2101 0.7843
*
```

=====

Most stable to least stable, the ends of the list are Q and P.

=====

P:
Formula: C4H5N
Source: OMol25
Level of theory: ωB97M-V/def2-TZVPD

As for the HOMO energy: -9.2 eV. The value obtained for the LUMO energy is 1.08 eV. The molecular weight comes out at 67.09 g/mol. The structure (SMILES) is C#C[C@H]1CN1. As for the gap between HOMO and LUMO: 10.32 eV.

The geometry in ORCA input format:
```
! wB97M-V def2-TZVPD RIJCOSX def2/J DEFGRID3
* xyz 0 1
C -0.6028 -0.5944 2.2720
C -0.1949 -0.2885 1.1869
C 0.3309 0.0974 -0.0496
C 0.1103 -0.1634 -1.4819
N 0.0717 1.2037 -0.9398
H -0.3734 -0.8066 3.2786
H 1.3268 -0.0378 0.5325
H -0.7954 -0.6473 -1.8352
H 0.9889 -0.3746 -2.0832
H -0.8621 1.6116 -0.8802
*
```

=====

Q:
Formula: C4H5N
Source: OMol25
Level of theory: ωB97M-V/def2-TZVPD

As for the HOMO energy: -9.5 eV. The value obtained for the LUMO energy is 0.54 eV. The molecular weight comes out at 67.09 g/mol. The structure (SMILES) is C=C=C.C#N. As for the gap between HOMO and LUMO: 10.01 eV.

The geometry in ORCA input format:
```
! wB97M-V def2-TZVPD RIJCOSX def2/J DEFGRID3
* xyz 0 1
C 1.3354 -1.1391 -0.2765
C 0.4228 -0.2103 -0.2206
C 0.0736 0.9957 0.1535
H 1.1767 -2.1191 -0.5813
H 2.3648 -0.7079 -0.4266
H -0.2531 1.4301 1.1277
H -0.2304 1.7610 -0.4683
C -1.9895 -0.2875 -0.2553
N -2.3488 -1.0210 0.5596
H -2.0450 0.4857 -1.0332
*
```

=====

Most stable to least stable, the ends of the list are Q and P.

=====

P:
Formula: C4H5N
Source: OMol25
Level of theory: ωB97M-V/def2-TZVPD

As for the HOMO energy: -8.1 eV. The value obtained for the LUMO energy is 0.94 eV. The molecular weight comes out at 67.09 g/mol. As for the gap between HOMO and LUMO: 9.08 eV.

The geometry in ORCA input format:
```
! wB97M-V def2-TZVPD RIJCOSX def2/J DEFGRID3
* xyz 0 1
C -1.9463 -0.5376 -1.0267
C -0.8559 -0.1275 -0.7036
C 0.4409 0.4319 -0.2971
C 0.7296 0.7857 1.1145
N 1.3200 -0.6333 0.2792
H -2.9184 -0.8873 -1.3096
H 0.9086 0.9979 -1.1133
H -0.0494 0.3196 1.7379
H 2.2336 -0.3861 0.6121
H 0.8636 -1.4912 0.5606
*
```

=====

Q:
Formula: C4H5N
Source: OMol25
Level of theory: ωB97M-V/def2-TZVPD

As for the HOMO energy (spin up / spin down): -9.9 / -9.9 eV. The value obtained for the LUMO energy (spin up / spin down) is -2.27 / -2.27 eV. The molecular weight comes out at 67.09 g/mol. As for the gap between HOMO and LUMO (spin up / spin down): 7.62 / 7.63 eV.

The geometry in ORCA input format:
```
! wB97M-V def2-TZVPD RIJCOSX def2/J DEFGRID3
* xyz 0 1
C -1.4688 -0.9110 1.5285
C 0.6449 0.9200 -0.1693
C 0.1521 0.0225 -1.2537
C 0.6347 -0.5220 0.0117
N -2.0568 -0.8494 2.5215
H 1.6547 1.2740 0.0042
H -0.0499 1.6684 0.0919
H -0.9002 -0.1113 -1.4215
H 0.6789 -0.2506 -2.1847
H 0.7104 -1.2407 0.8715
*
```

=====

Most stable to least stable, the ends of the list are P and Q.

=====

P:
Formula: C2H5N7
Source: OMol25
Level of theory: ωB97M-V/def2-TZVPD

As for the HOMO energy (spin up / spin down): -8.6 / -9.9 eV. The value obtained for the LUMO energy (spin up / spin down) is -0.14 / -2.16 eV. The molecular weight comes out at 127.11 g/mol. As for the expectation value of S²: 2.03. As for the gap between HOMO and LUMO (spin up / spin down): 8.49 / 7.79 eV.

The geometry in ORCA input format:
```
! wB97M-V def2-TZVPD RIJCOSX def2/J DEFGRID3
* xyz 0 3
C -1.8950 -0.4632 0.5945
C -2.3370 0.0821 -0.6863
N 2.4599 -0.7421 0.7996
N 1.9351 1.3289 -0.0874
N 1.4172 -1.0888 0.2879
N 0.8907 0.8755 -0.5835
N 2.9319 0.5125 0.2188
N -1.6424 -1.1845 -0.5780
N 0.7597 -0.4962 -0.6647
H -1.0849 0.1722 0.9666
H -2.4302 -0.9583 1.3806
H -3.1994 0.0416 -1.3852
H -1.6835 1.0212 -0.8566
H 3.8779 0.8993 0.5936
*
```

=====

Q:
Formula: C2H5N7
Source: OMol25
Level of theory: ωB97M-V/def2-TZVPD

As for the HOMO energy (spin up / spin down): -6.7 / -8.5 eV. The value obtained for the LUMO energy (spin up / spin down) is 0.39 / -2.44 eV. The molecular weight comes out at 127.11 g/mol. As for the expectation value of S²: 2.02. As for the gap between HOMO and LUMO (spin up / spin down): 7.13 / 6.09 eV.

The geometry in ORCA input format:
```
! wB97M-V def2-TZVPD RIJCOSX def2/J DEFGRID3
* xyz 0 3
C -0.5322 -1.6514 -0.5051
C 1.2286 0.2256 0.1998
N 0.6842 -1.8781 -0.2378
N 1.5962 -1.0880 0.1033
N -2.8721 -2.0697 -0.7232
N -1.6713 -2.1515 -0.6060
N -0.0243 0.4914 -0.0052
N 2.1728 1.0332 0.7166
N -0.4484 1.7587 0.1769
H -3.2479 -1.0608 -0.7575
H 3.1432 0.7040 0.3830
H 2.1042 1.9814 0.5340
H -0.8346 1.8712 1.1438
H -1.2984 1.8341 -0.4227
*
```

=====

Most stable to least stable, the ends of the list are Q and P.

=====

P:
Formula: C30H28Cl2F2MoN3O
Source: OMol25
Level of theory: ωB97M-V/def2-TZVPD

As for the HOMO energy: -11.0 eV. The value obtained for the LUMO energy is -3.28 eV. The molecular weight comes out at 651.42 g/mol. As for the gap between HOMO and LUMO: 7.68 eV.

The geometry in ORCA input format:
```
! wB97M-V def2-TZVPD RIJCOSX def2/J DEFGRID3
* xyz 1 1
Mo -0.1762 0.6829 -0.0926
F -4.6337 1.5968 2.9453
C -3.3411 1.8699 2.7410
C -2.6796 1.2425 1.7057
C -1.3354 1.5175 1.4790
C -0.6751 2.4347 2.3191
C -1.3933 3.0288 3.3556
F -0.7954 3.9092 4.1799
C -2.7221 2.7669 3.5891
C 0.7330 2.7098 2.0080
C 1.5820 3.5496 2.7223
C 2.8728 3.7632 2.2806
C 3.3228 3.1357 1.1261
C 2.4595 2.2935 0.4766
N 1.1991 2.0680 0.8996
H -3.2226 0.5386 1.0880
H -3.2496 3.2478 4.4013
H 1.2279 4.0350 3.6147
H 3.5271 4.4215 2.8378
H 4.3219 3.2880 0.7445
H 2.7658 1.7560 -0.4050
C 3.6723 -0.9958 -2.5473
N 2.5174 -0.5171 -3.3134
C 2.4311 -0.7068 -4.7693
C 1.5313 0.0706 -2.6755
O 1.5396 0.2669 -1.4425
H 4.3959 -1.4241 -3.2327
H 3.3637 -1.7532 -1.8285
H 4.1365 -0.1765 -2.0022
H 3.3387 -1.1921 -5.1106
H 2.3404 0.2481 -5.2827
H 1.5846 -1.3394 -5.0308
H 0.6828 0.3775 -3.2923
Cl -3.1743 -1.1557 -2.6815
C -3.1150 0.5448 -2.9955
C -3.9599 1.1092 -3.9321
C -3.9002 2.4739 -4.1679
C -2.9975 3.2756 -3.4834
C -2.1547 2.6981 -2.5561
Cl -1.0079 3.6815 -1.7051
C -2.2015 1.3240 -2.2821
N -1.3816 0.7564 -1.3251
H -4.6629 0.4833 -4.4652
H -4.5673 2.9208 -4.8939
H -2.9504 4.3408 -3.6662
C -0.3485 -1.3546 3.0136
C 0.2463 -1.8133 1.6728
C 1.7367 -1.4150 1.6570
C -0.4938 -1.1006 0.5399
C 0.1239 -3.3212 1.4581
C -0.4188 -4.1853 2.4025
C -0.5160 -5.5497 2.1441
C -0.0777 -6.0692 0.9368
C 0.4604 -5.2148 -0.0188
C 0.5571 -3.8582 0.2433
H -0.1741 -0.2886 3.1540
H 0.1300 -1.8873 3.8365
H -1.4253 -1.5241 3.0619
H 1.8521 -0.3320 1.7660
H 2.2199 -1.7179 0.7284
H 2.2622 -1.8879 2.4886
H -1.2828 -1.6930 0.0808
H -0.7746 -3.8098 3.3532
H -0.9411 -6.2050 2.8948
H -0.1586 -7.1301 0.7375
H 0.8041 -5.6085 -0.9679
H 0.9696 -3.2006 -0.5178
*
```

=====

Q:
Formula: C30H28Cl2F2MoN3O
Source: OMol25
Level of theory: ωB97M-V/def2-TZVPD

As for the HOMO energy: -10.9 eV. The value obtained for the LUMO energy is -3.06 eV. The molecular weight comes out at 651.42 g/mol. As for the gap between HOMO and LUMO: 7.84 eV.

The geometry in ORCA input format:
```
! wB97M-V def2-TZVPD RIJCOSX def2/J DEFGRID3
* xyz 1 1
Mo 0.0991 -0.1779 -0.7318
F 0.1081 -5.5818 -1.5487
C 0.7608 -4.4243 -1.7024
C 0.1629 -3.2599 -1.2593
C 0.8244 -2.0521 -1.4181
C 2.0802 -2.0349 -2.0590
C 2.6389 -3.2442 -2.4612
F 3.8467 -3.2706 -3.0560
C 2.0059 -4.4533 -2.2944
C 2.6468 -0.7116 -2.3304
C 3.8791 -0.4521 -2.9271
C 4.2359 0.8436 -3.2393
C 3.3594 1.8864 -2.9626
C 2.1787 1.5847 -2.3355
N 1.8263 0.3275 -1.9944
H -0.8056 -3.3217 -0.7803
H 2.4659 -5.3772 -2.6163
H 4.5440 -1.2688 -3.1518
H 5.1932 1.0406 -3.7081
H 3.5868 2.9118 -3.2211
H 1.4736 2.3570 -2.0783
C -1.0127 4.6089 -1.2504
N -0.7675 4.0358 0.0740
C -0.9367 4.8855 1.2680
C -0.4160 2.7818 0.2260
O -0.2352 1.9805 -0.7215
H -1.9206 5.2074 -1.2157
H -1.1379 3.8103 -1.9725
H -0.1810 5.2459 -1.5495
H -1.1503 5.8978 0.9380
H -0.0279 4.9036 1.8657
H -1.7665 4.5380 1.8806
H -0.2818 2.4551 1.2606
Cl -1.2736 0.0799 -3.2677
C -2.7251 -0.6736 -2.6425
C -3.8119 -0.9158 -3.4487
C -4.9277 -1.5115 -2.8720
C -4.9419 -1.8438 -1.5250
C -3.8317 -1.5875 -0.7391
Cl -3.8292 -1.9912 0.9401
C -2.6986 -1.0027 -1.2882
N -1.5453 -0.7310 -0.5600
H -3.7929 -0.6481 -4.4967
H -5.7960 -1.7206 -3.4836
H -5.8134 -2.3037 -1.0755
C 2.2079 -1.5932 2.6711
C 0.8198 -1.0744 2.2861
C -0.1600 -2.2581 2.2155
C 0.9700 -0.3791 0.9498
C 0.2615 -0.0371 3.2776
C 0.8352 0.1857 4.5247
C 0.2690 1.0922 5.4183
C -0.8819 1.7884 5.0814
C -1.4720 1.5646 3.8427
C -0.9036 0.6630 2.9533
H 2.5915 -2.2303 1.8714
H 2.1594 -2.1990 3.5780
H 2.9146 -0.7760 2.8320
H 0.2462 -3.0511 1.5823
H -1.1220 -1.9479 1.8055
H -0.3228 -2.6589 3.2177
H 1.9352 0.1467 0.8580
H 1.7343 -0.3409 4.8173
H 0.7337 1.2497 6.3835
H -1.3243 2.4872 5.7812
H -2.3882 2.0822 3.5773
H -1.3933 0.4639 2.0066
*
```

=====

Most stable to least stable, the ends of the list are Q and P.